# C37H57BrFN3O7P

A cluster of 3 separate species, C37H57BrFN3O7P in total (ωB97M-V/def2-TZVPD, the Open Molecules 2025 dataset).

Geometry (Å):
H (0.9367, 1.2414, 1.7909)
C (1.4997, -1.1612, -3.5276)
H (1.2361, -0.6628, 3.1204)
H (1.0457, -2.1522, -3.4910)
H (-0.8012, 1.1038, 3.7591)
H (-0.0777, -1.8931, -1.8382)
C (-1.7231, -5.0528, 3.4774)
C (6.4300, 3.8797, -3.6232)
C (-1.8986, 2.9909, -1.5030)
H (-3.4050, 4.3666, -2.0032)
H (0.9644, -5.9009, 0.9780)
H (-2.7741, 0.3609, -0.9344)
H (4.5629, 4.8123, -3.1358)
H (-0.5272, 5.9885, 3.6879)
C (0.2285, -0.5319, 2.7383)
H (-1.1464, 6.5954, 5.9999)
O (-1.3701, 3.6630, -0.6630)
H (-0.7565, 0.9850, 1.6264)
C (-3.0178, 3.4272, -2.3797)
C (6.7320, 1.6391, -2.8081)
Br (3.4998, 0.3647, 1.9538)
C (5.1685, 3.9196, -3.0485)
O (-1.4521, 1.7007, -1.7351)
H (8.1964, 2.7092, -3.9494)
C (-0.5095, -6.6729, 2.2803)
C (0.6509, -1.3481, -5.9209)
H (1.6538, -1.4430, -0.8740)
H (-0.1256, -1.5265, 2.4754)
H (-0.0726, -1.9136, -5.3384)
H (-2.9919, 2.4977, 3.9513)
H (-3.7570, -4.5951, 3.1306)
H (7.3433, 0.7514, -2.7128)
H (-2.6748, -3.5151, 2.3083)
C (0.9149, -6.3267, 1.9800)
C (-0.8114, -0.3630, -0.5876)
H (0.0087, -0.0131, 4.8175)
H (-2.6672, -0.5510, 3.4651)
H (0.4200, 2.0082, -0.4513)
N (-1.7483, -1.1379, -2.6997)
C (-1.8035, 0.7912, -0.6865)
C (1.7723, -0.8558, -5.0070)
H (3.6999, 2.8477, -1.9073)
C (2.8359, -1.0273, 0.7712)
C (-1.7203, 4.2057, 3.6755)
H (1.4974, -7.2399, 2.0005)
H (-3.7944, 2.6693, -2.4451)
H (1.2960, -5.5938, 2.6874)
H (-0.8299, -4.6114, 3.9247)
H (6.8052, 4.7389, -4.1626)
H (-1.0352, 1.9933, -6.7658)
H (-0.8887, -3.7089, 0.7696)
C (-2.9767, -3.0164, 4.3740)
C (7.2121, 2.7401, -3.5018)
C (-1.7766, 1.3217, -6.3448)
H (-2.0487, -1.4387, 1.4942)
C (-1.7172, -2.1619, 4.5998)
O (3.5772, -1.9131, 0.5228)
H (-3.6188, 3.1136, 6.2600)
H (-1.4510, 3.9424, 2.6586)
C (1.4086, 0.8942, -2.0313)
C (-2.9404, 3.7416, 5.6973)
H (5.0954, 0.8101, -1.6990)
H (-1.9514, 1.3483, 0.2373)
C (-2.4228, 4.8941, 6.2710)
O (-1.3776, -5.6078, 2.1977)
H (0.9874, -2.0220, 0.5938)
N (0.4624, -0.0172, 0.1734)
H (-3.2609, -3.5377, 5.2870)
O (-0.8955, -7.7728, 2.5369)
H (-0.8432, -2.5964, 4.1185)
H (-2.3180, -0.1926, 5.1179)
C (-0.5018, -0.9037, -2.0072)
O (0.0019, -0.2403, -6.5651)
C (0.5781, -0.1311, -2.8225)
C (5.4660, 1.6736, -2.2408)
F (-0.0625, 0.5830, -3.8452)
C (-1.3134, -0.1004, -6.3232)
H (-1.9349, 1.6346, -5.3128)
C (-1.9031, -0.6831, 4.2364)
H (-1.5843, -1.7602, -3.4846)
C (1.4452, -1.1415, 0.1462)
C (-2.5867, 3.3979, 4.4003)
H (-2.6993, 5.1661, 7.2808)
H (2.4595, -1.2455, -3.0194)
N (-1.0688, -3.1822, -0.0817)
C (0.1983, 0.4738, 1.5886)
H (2.4620, 0.6316, -2.1046)
H (-1.5116, -2.1923, 5.6699)
H (1.3217, 1.8529, -2.5366)
C (-1.2015, 5.3568, 4.2512)
H (-2.0782, -5.8475, 4.1343)
H (-3.8167, -2.3753, 4.1088)
H (-2.0930, -0.2779, -3.1144)
C (-1.5516, 5.6990, 5.5498)
C (4.6859, 2.8177, -2.3567)
H (1.0180, -2.0157, -6.6949)
H (2.6712, -1.4156, -5.2652)
H (1.9904, 1.4514, -0.0543)
C (1.0757, 1.1505, -0.5583)
C (-2.8247, -4.0444, 3.2495)
H (1.9965, 0.1891, -5.1995)
H (-3.0027, -1.7021, -0.4873)
H (-2.7269, 1.3972, -6.8615)
H (-2.6434, 3.5908, -3.3906)
P (-1.7727, -1.8054, 0.1659)
O (-2.0570, -1.0279, -6.1037)
C (-0.5986, 0.0434, 3.9149)

E	-140137.315	eV
charge	+1
LUMO energy	-2.73	eV
HOMO-LUMO gap	8.729	eV
2S+1	1

Löwdin population analysis, charges in e, atoms 1 to 5: 0.095 -0.102 0.072 0.123 0.095

=====

# C37H57HfN3OSi3

A structure of composition C37H57HfN3OSi3 (ωB97M-V/def2-TZVPD, the Open Molecules 2025 dataset).

Geometry (Å):
C (-0.3992, -1.8556, -1.4071)
C (1.2975, 4.2717, -2.1129)
O (0.8233, 1.7865, -0.1512)
C (-3.5195, -2.2175, -1.3310)
C (-1.4909, -1.3892, 1.3080)
H (-2.3583, 0.5774, -0.4432)
H (1.7895, -5.2152, -0.9841)
C (0.9586, 1.1559, 2.9577)
H (-3.0795, -2.9547, -4.2681)
H (4.2547, 3.4381, 0.7697)
N (2.1934, 3.4752, 0.5478)
H (2.7696, 5.5531, -1.1321)
H (-1.3927, -2.6671, -4.6460)
C (-3.1193, 1.1920, 0.0730)
H (3.7101, 2.8066, -2.0940)
H (-5.9832, 3.2332, 1.5610)
H (-3.7045, -1.4994, -0.5343)
H (-2.3399, -1.7853, 4.9830)
H (-1.8515, -4.0074, -3.5873)
H (-3.1145, 0.2767, -3.1694)
C (-5.9571, -2.4530, 3.8163)
C (-5.1675, 2.6626, 1.1404)
H (-0.3460, -5.4042, 0.5108)
H (-3.2972, 2.4406, -1.6723)
C (2.4307, 0.2304, -2.1769)
N (1.3511, -0.3477, -1.6309)
H (-1.6003, -0.0229, -4.0072)
H (1.3170, 0.1221, 3.0128)
H (2.6260, -1.5319, -5.0325)
C (1.1536, -1.7946, -3.5073)
C (3.7429, 3.6073, -1.3620)
C (2.2588, -1.1937, -4.0741)
C (-0.9366, 2.5344, 2.2308)
C (-0.1622, 3.5804, 3.0308)
C (-3.6534, 2.2328, -0.6720)
C (3.5243, 3.0468, 0.0653)
H (-5.4968, -1.2566, 2.1095)
H (3.5822, 1.9595, 0.1119)
H (-0.9121, -1.9085, 2.0841)
C (0.1796, 3.0772, 4.4273)
C (-3.5599, 0.8558, 1.3484)
H (-0.6116, 3.6720, -1.2040)
C (-2.0899, -0.0684, -3.0335)
H (-1.6486, 1.1087, 4.1452)
C (-3.8032, -1.4131, 3.4373)
H (2.5664, -2.1731, 0.0719)
H (1.5952, 1.6857, 2.2568)
H (-0.9597, 2.7990, 1.1716)
H (-0.8769, -4.0973, 1.5598)
H (-2.0041, -2.1668, 0.7513)
Si (0.3754, -3.2963, -0.4593)
H (3.1509, 5.0944, -2.7556)
H (0.2516, 4.9511, -0.3185)
C (2.7537, 4.7013, -1.8187)
H (-1.5804, 0.6889, -2.4138)
H (0.7616, 1.0991, 5.1148)
C (-5.4910, -2.9897, 5.0071)
H (0.7261, -4.8498, -2.3328)
H (-1.9786, 2.5337, 2.5483)
H (-5.1341, 3.7812, -0.6907)
Si (-2.0218, -1.8465, -2.3700)
H (-1.7526, -4.4513, 0.0806)
C (-4.1888, -2.7468, 5.4197)
H (-0.7459, -0.3643, 3.8474)
H (-3.8282, -3.1642, 6.3495)
H (2.8956, 1.0121, -1.5997)
H (-0.7396, 2.8763, 4.9797)
H (4.7494, 4.0211, -1.4175)
C (1.1054, 3.0106, -0.0917)
H (-3.4669, -3.2116, -0.8882)
Si (-2.6697, -0.4315, 2.3706)
H (0.7638, 3.8528, 2.5229)
H (2.1695, 4.4853, 0.6113)
C (-4.6125, 1.6168, 1.8658)
H (-5.0036, 1.3869, 2.8489)
C (1.3710, -4.4003, -1.5759)
H (1.9533, -3.0020, 1.5033)
N (-0.4213, 1.1284, 2.3959)
H (2.0952, 2.0522, 4.5170)
H (-6.9725, -2.6421, 3.4967)
H (-6.1448, -3.5973, 5.6174)
H (1.3821, -1.4378, 1.1440)
H (3.7961, 0.3099, -3.8122)
C (-5.1188, -1.6697, 3.0371)
C (1.0464, 1.8097, 4.3394)
C (-0.7595, -4.3962, 0.5228)
Hf (-0.2009, -0.1381, 0.0659)
C (0.3688, 4.0278, -0.8890)
C (2.9189, -0.1631, -3.3967)
H (-4.3903, -2.2066, -1.9878)
H (2.1944, -3.9011, -2.0824)
C (-1.3199, 0.4273, 3.3601)
H (0.6510, -2.6138, -3.9954)
C (-4.6889, 2.9752, -0.1246)
C (0.7108, -1.3564, -2.2567)
H (1.3071, 3.3626, -2.7304)
H (0.7025, 3.8548, 4.9827)
C (-2.0712, -2.9723, -3.8512)
C (1.6651, -2.3969, 0.6418)
C (-3.3515, -1.9654, 4.6398)
H (0.8201, 5.0463, -2.7123)
H (-0.7728, 4.4835, 3.0788)

E	-70741.558	eV
charge	+2
relative energy (zero: lowest compared OMol25 entry of this formula, charge and spin)	2.9708	eV
LUMO energy	-6.18	eV
HOMO-LUMO gap	7.176	eV
2S+1	1

Löwdin population analysis, charges in e, atoms 1 to 5: -0.482 -0.139 -0.127 -0.156 -0.380